<A>
Computed, not measured: an isolated molecule of C16H13N5O2S, with ωB97M-V/def2-TZVPD.

The SMILES is COc1ccccc1-n1c(-c2cc(-c3ccco3)[nH]n2)n[nH]c1=S. The calculation puts the orbital gap at 8.47 eV. For the LUMO energy, the calculation gives 0.6 eV.

```
! RIJCOSX wB97M-V def2-TZVPD def2/J DEFGRID3
* xyz 0 1
C -1.168 0.212 4.008
O -0.852 0.229 2.632
C -0.780 1.502 2.072
C -0.007 2.495 2.579
C -0.029 3.786 2.000
C -0.740 4.022 0.799
C -1.529 3.018 0.279
C -1.506 1.756 0.879
N -2.195 0.755 0.250
C -1.639 -0.329 -0.460
C -0.273 -0.375 -0.982
C 0.273 -1.638 -1.464
C 1.508 -1.346 -1.983
C 2.507 -2.183 -2.618
C 2.549 -3.521 -2.700
C 3.803 -3.842 -3.379
C 4.449 -2.673 -3.605
O 3.670 -1.629 -3.154
N 1.618 0.043 -1.835
N 0.540 0.636 -1.230
N -2.505 -1.328 -0.572
N -3.621 -0.991 0.114
C -3.429 0.245 0.716
S -4.409 0.765 1.941
H -1.286 -0.791 4.356
H -0.338 0.608 4.628
H -2.066 0.778 4.186
H 0.523 2.323 3.509
H 0.520 4.592 2.498
H -0.741 5.015 0.348
H -2.104 3.159 -0.661
H -0.272 -2.611 -1.457
H 1.755 -4.228 -2.415
H 4.177 -4.813 -3.586
H 5.433 -2.561 -4.094
H 2.392 0.601 -2.159
H -4.228 -1.679 0.558
*
```

Here are the Löwdin charges for atoms 1 to 8, given in e: -0.084, -0.089, -0.218, -0.012, -0.046, -0.079, -0.005, -0.214

***

<B>
Computed, not measured: an isolated molecule of C16H13N5O2S, with ωB97M-V/def2-TZVPD.

The SMILES is COc1ccc(OCc2nn3c(-c4ccccn4)nnc3s2)cc1. The calculation puts the orbital gap at 8.69 eV. For the LUMO energy, the calculation gives 0.3 eV.

```
! RIJCOSX wB97M-V def2-TZVPD def2/J DEFGRID3
* xyz 0 1
C 3.854 -3.165 4.659
O 2.494 -3.523 4.669
C 1.726 -3.191 3.594
C 2.180 -2.536 2.459
C 1.308 -2.241 1.419
C -0.027 -2.596 1.501
O -0.983 -2.368 0.536
C -0.645 -1.665 -0.623
C -0.604 -0.181 -0.435
N -0.925 0.635 -1.368
N -0.808 1.898 -0.950
C -0.985 3.170 -1.434
C -1.436 3.497 -2.772
C -1.769 2.488 -3.681
C -2.202 2.860 -4.941
C -2.289 4.208 -5.253
C -1.931 5.128 -4.275
N -1.518 4.790 -3.073
N -0.685 4.013 -0.472
N -0.318 3.359 0.629
C -0.391 2.087 0.349
S -0.121 0.557 1.098
C -0.484 -3.258 2.642
C 0.378 -3.551 3.671
H 4.257 -3.513 5.609
H 3.984 -2.080 4.588
H 4.393 -3.651 3.839
H 3.212 -2.239 2.360
H 1.706 -1.725 0.558
H 0.314 -2.007 -1.042
H -1.430 -1.890 -1.353
H -1.690 1.449 -3.402
H -2.470 2.107 -5.669
H -2.623 4.536 -6.224
H -1.977 6.192 -4.465
H -1.525 -3.531 2.694
H 0.032 -4.061 4.556
*
```

Here are the Löwdin charges for atoms 1 to 8, given in e: -0.090, -0.085, -0.279, -0.013, -0.066, -0.304, -0.057, -0.182

***

Which structure wins on stability? <A> wins.

***

<A>
Computed, not measured: a cluster of 2 separate species, C7H7NO4 in total, with ωB97M-V/def2-TZVPD.

The calculation puts the orbital gap at 7.68 eV. For the LUMO energy, the calculation gives -0.9 eV.

```
! RIJCOSX wB97M-V def2-TZVPD def2/J DEFGRID3
* xyz 0 1
C -0.546 1.472 0.564
C -0.183 0.335 -0.226
C 1.246 -0.107 -0.508
C 1.318 -0.951 -1.596
C 0.389 -1.895 -2.020
C -0.950 -1.769 -1.223
C -1.294 -0.569 -0.498
H 0.013 1.223 3.647
H -0.555 2.729 2.099
H 3.021 0.477 -0.338
H 2.371 -1.366 -1.705
H 0.355 -2.974 -2.217
H -1.781 -2.441 -1.238
H -2.667 0.357 0.797
N 0.159 2.082 1.438
O 0.912 1.051 2.478
O -1.543 2.185 0.375
O 2.219 0.602 0.034
O -2.486 -0.443 0.135
*
```

Here are the Löwdin charges for atoms 1 to 8, given in e: -0.577, 0.018, -0.237, -0.098, -0.010, 0.020, -0.252, 0.297

***

<B>
Computed, not measured: an isolated molecule of C7H7NO4, with ωB97M-V/def2-TZVPD.

The SMILES is O=C(NO)c1ccc(O)cc1O. The calculation puts the orbital gap at 9.10 eV. For the LUMO energy, the calculation gives 0.5 eV.

```
! RIJCOSX wB97M-V def2-TZVPD def2/J DEFGRID3
* xyz 0 1
O 1.208 2.462 0.623
C 0.867 1.772 -0.232
N 0.984 1.986 -1.563
O 1.604 3.214 -1.827
C 0.248 0.429 0.147
C -0.233 0.260 1.406
C -0.971 -0.801 1.950
C -1.138 -1.893 0.955
O -1.778 -3.082 1.376
C -0.675 -1.849 -0.369
C -0.009 -0.739 -0.796
O 0.590 -0.558 -2.043
H 1.720 1.558 -2.271
H 1.679 3.690 -0.760
H -0.203 1.212 1.990
H -1.129 -0.965 2.779
H -2.082 -2.811 2.170
H -0.955 -2.561 -0.958
H 0.273 -1.324 -2.574
*
```

Here are the Löwdin charges for atoms 1 to 8, given in e: 0.129, -0.517, -0.018, -0.136, -0.042, -0.038, 0.058, -0.173

***

Which structure wins on stability? <B> wins.

***

<A>
Computed, not measured: a cluster of 2 separate species, C2H7ClOSi in total, with ωB97M-V/def2-TZVPD.

The calculation puts the orbital gap (spin up / spin down) at 7.82 / 7.82 eV. For the LUMO energy (spin up / spin down), the calculation gives -0.6 / -0.6 eV.

```
! RIJCOSX wB97M-V def2-TZVPD def2/J DEFGRID3
* xyz 0 1
C -1.299 -0.389 1.134
C 0.484 -0.510 -1.539
O 2.103 1.241 1.426
Si -0.301 0.550 -0.194
Cl -1.275 2.185 -0.681
H -2.285 -0.516 0.894
H -0.866 -1.462 1.261
H -0.980 -0.058 2.172
H -0.493 -1.063 -1.811
H 0.979 -0.102 -2.366
H 1.089 -1.227 -1.014
H 2.845 1.351 0.716
*
```

Here are the Löwdin charges for atoms 1 to 8, given in e: -0.223, -0.203, -0.482, 0.340, 0.417, -0.021, 0.071, 0.064

***

<B>
Computed, not measured: a cluster of 2 separate species, C2H7ClOSi in total, with ωB97M-V/def2-TZVPD.

The calculation puts the orbital gap (spin up / spin down) at 6.39 / 6.42 eV. For the LUMO energy (spin up / spin down), the calculation gives -2.0 / -2.0 eV.

```
! RIJCOSX wB97M-V def2-TZVPD def2/J DEFGRID3
* xyz 0 1
C -2.120 0.704 -0.052
C 1.522 0.276 -0.117
O -1.950 -0.615 -0.313
Si 0.937 -1.457 0.253
Cl 3.314 0.660 0.289
H -1.584 1.373 -0.913
H -1.657 1.069 0.964
H -3.121 0.917 0.097
H 1.391 0.442 -1.247
H 0.866 1.017 0.466
H 1.381 -2.387 -0.925
H 1.022 -1.999 1.500
*
```

Here are the Löwdin charges for atoms 1 to 8, given in e: -0.379, -0.771, -0.306, 0.894, 0.409, 0.097, 0.075, 0.027

***

Which structure wins on stability? <A> wins.